Molecular formula: C2H6N3O2
Method: DFT, the ωB97M-V functional and the def2-TZVPD basis

Values from the calculation:
Total charge = -1
ΔE to the lowest compared entry with this formula, charge and spin = 5.25 kJ/mol
E_LUMO = 4.24 eV
Multiplicity = 1
Maximum force = 2.55 eV Å⁻¹

```
13
Properties=species:S:1:pos:R:3:forces:R:3
O -0.23709 -1.15489 -1.99987 -0.7260 0.2550 -0.3357
C -1.31113 -0.50646 -1.99279 0.2327 0.6240 1.0793
O -1.69341 0.34494 -1.12729 0.1197 -0.7768 -1.0068
H -2.02855 -0.67697 -2.82436 0.0220 -0.1111 -0.1309
N -0.23789 1.12213 1.08775 0.1670 0.1381 0.2315
C 0.86479 0.32510 1.34108 -0.2640 -0.5205 -0.9260
N 1.18152 -0.54534 0.29851 1.4548 0.2281 2.0824
N 1.58644 0.34723 2.41720 0.2773 -0.1240 -0.1530
H -0.67295 1.58210 1.88281 0.3315 -0.3801 -0.4012
H -0.83239 0.89659 0.27198 0.1739 -0.0705 0.1883
H 0.61860 -0.67324 -0.53672 -0.1990 -0.1655 -0.2518
H 2.02569 -1.12984 0.47734 -1.3823 0.9111 -0.3494
H 1.30114 1.10102 3.03230 -0.2077 -0.0078 -0.0266
```
Forces are in eV/Å.



Molecular formula: C2H6N3S
Method: DFT, the ωB97M-V functional and the def2-TZVPD basis

Values from the calculation:
Total charge = +1
ΔE to the lowest compared entry with this formula, charge and spin = 60.13 kJ/mol
SMILES = C1=[NH+]CNSN1
E_LUMO = -3.80 eV
Multiplicity = 1
Maximum force = 0.73 eV Å⁻¹

```
12
Properties=species:S:1:pos:R:3:forces:R:3
C 0.76427 -0.31658 1.10097 -0.0358 0.1934 -0.1754
N 0.51729 0.61536 0.20034 0.2326 -0.1013 0.3625
C -0.56167 0.53063 -0.76999 -0.6194 0.1424 -0.3631
N -0.79073 -0.87762 -1.01688 0.0546 -0.0197 -0.0108
S -1.37839 -1.71992 0.32824 -0.1254 0.2854 0.0242
N 0.03514 -1.39567 1.26076 0.0359 -0.0475 0.0849
H 1.62202 -0.17672 1.74758 -0.0029 -0.0594 -0.0122
H 1.15157 1.39790 0.12508 0.0159 -0.1054 0.1704
H -0.23539 1.01004 -1.69741 0.0077 -0.1050 0.1499
H -1.44555 1.06261 -0.38659 0.2079 -0.1362 -0.0530
H -1.31040 -1.08695 -1.85762 0.0756 -0.1086 -0.0607
H 0.26122 -2.05148 1.99890 0.1534 0.0617 -0.1166
```
Forces are in eV/Å.



Molecular formula: C2H6N3S
Method: DFT, the ωB97M-V functional and the def2-TZVPD basis

Values from the calculation:
Total charge = +1
ΔE to the lowest compared entry with this formula, charge and spin = 304.96 kJ/mol
SMILES = [H]/N=C/NC[NH+]=S
E_LUMO (alpha / beta) = -7.65 / -7.64 eV
Multiplicity = 1
Maximum force = 4.81 eV Å⁻¹

```
12
Properties=species:S:1:pos:R:3:forces:R:3
H 0.01083 -2.67396 0.29540 0.1622 0.9285 -0.2525
N -0.03597 -1.63959 0.24333 -1.2360 -1.1430 0.5792
C 0.98691 -1.05631 -0.20092 -2.0598 0.5292 1.2724
N 0.98602 0.34147 -0.12645 0.1434 0.2642 -1.2966
C -0.02838 1.09230 0.51113 -1.3503 -3.5805 2.5625
N -1.38038 0.94631 -0.14932 -0.8434 -1.5083 -4.4936
S -2.56640 -0.19543 -0.08547 3.2945 2.2000 0.6830
H 1.81337 -1.62070 -0.50563 1.6949 0.0232 -0.8783
H 1.40206 0.79128 -0.93508 0.3933 0.1204 0.3152
H 0.19314 2.08399 0.61447 0.5912 2.6421 -0.3255
H -0.24965 0.72504 1.52087 0.5853 -0.1917 -0.1026
H -1.13156 1.20560 -1.18231 -1.3753 -0.2841 1.9369
```
Forces are in eV/Å.



Molecular formula: C2H6N3S
Method: DFT, the ωB97M-V functional and the def2-TZVPD basis

Values from the calculation:
Total charge = +1
ΔE to the lowest compared entry with this formula, charge and spin = 147.58 kJ/mol
Expectation value of S² = 2.006
E_LUMO (alpha / beta) = -4.03 / -7.14 eV
Multiplicity = 3
Maximum force = 7.05 eV Å⁻¹

```
12
Properties=species:S:1:pos:R:3:forces:R:3
C 1.55002 1.09014 -0.26267 3.7070 -0.4731 -2.4052
C -0.23561 0.08516 0.63706 -1.2856 2.4420 2.3246
N 0.43114 1.27947 0.30124 -6.0860 0.6006 3.5145
N 0.70070 -0.95585 0.59541 2.0062 -2.6867 -1.3895
N -1.32671 -0.15730 -0.44896 -2.8185 -0.4204 -0.6442
S 2.12552 -0.49184 -0.28594 -1.0249 -2.1623 1.5099
H 2.13748 1.79529 -0.72636 1.0066 1.5839 -0.8831
H -0.91051 0.12504 1.70110 2.0277 -0.1032 -2.7899
H 0.50097 -1.98548 0.54613 0.0632 1.4488 0.3773
H -1.23425 0.38119 -1.36216 0.4336 -0.9267 1.3009
H -2.33356 0.00902 -0.13891 1.5948 0.5904 -0.0002
H -1.40520 -1.17484 -0.55593 0.3759 0.1066 -0.9150
```
Forces are in eV/Å.



Molecular formula: C2H6N4
Method: DFT, the ωB97M-V functional and the def2-TZVPD basis

Values from the calculation:
ΔE to the lowest compared entry with this formula, charge and spin = 620.66 kJ/mol
E_LUMO = 0.25 eV
Multiplicity = 1
Maximum force = 6.02 eV Å⁻¹

```
12
Properties=species:S:1:pos:R:3:forces:R:3
C 0.30403 -0.34504 -0.50726 -1.4357 -5.2442 -1.8013
C -0.41282 0.73226 -0.22150 -2.5962 5.3772 0.7402
H 1.93719 0.81471 1.03218 -1.3840 1.1786 1.0608
H 3.04034 -0.34462 0.88533 -1.5115 1.9345 -1.9830
H -0.65693 -1.03494 -1.03411 3.8936 0.5447 0.9078
H -0.03697 1.70756 -0.10097 0.8113 1.3037 -0.7330
H -3.12422 -0.80830 0.28989 3.8938 0.7249 0.4612
H -1.19323 -1.43366 0.80872 -3.5214 3.9426 -1.7831
N 2.33870 0.29712 0.30152 2.8333 -3.4360 1.1621
N 1.49499 -0.65461 -0.28601 1.1442 -0.7084 -0.7165
N -1.70075 0.70447 -0.09447 0.1065 -2.1945 2.3408
N -2.03486 -0.52185 0.43490 -2.2341 -3.4229 0.3441
```
Forces are in eV/Å.



Molecular formula: C2H6N4
Method: DFT, the ωB97M-V functional and the def2-TZVPD basis

Values from the calculation:
ΔE to the lowest compared entry with this formula, charge and spin = 485.48 kJ/mol
SMILES = C=NN/C=N\N
E_LUMO = 1.09 eV
Multiplicity = 1
Maximum force = 6.05 eV Å⁻¹

```
12
Properties=species:S:1:pos:R:3:forces:R:3
C -0.71677 -0.25321 1.65058 -1.8171 -0.9881 1.4301
N -1.55286 -0.03598 0.69893 0.9191 -0.4233 0.2283
N -0.96954 0.01038 -0.65019 1.5499 -0.5231 2.9931
C 0.30778 -0.82507 -0.66542 -3.3097 -2.4175 -0.6892
N 1.42057 -0.28986 -0.51086 0.4968 3.2905 -0.5243
N 1.38893 1.24006 -0.46609 4.9909 -3.3268 -0.7699
H -1.04846 -0.57506 2.77334 0.4459 1.4217 -3.0065
H 0.31498 -0.34768 1.39349 0.7226 -0.0541 0.6196
H -1.79171 -0.04942 -1.21639 0.3127 -0.8810 -0.8942
H 0.21874 -2.07550 -0.60930 0.1866 3.6554 -0.2233
H 0.47229 1.55761 -0.63694 -1.0348 0.5916 -1.1279
H 2.27838 1.48751 -1.11766 -3.4627 -0.3453 1.9643
```
Forces are in eV/Å.



Molecular formula: C2H6N4O2
Method: DFT, the ωB97M-V functional and the def2-TZVPD basis

Values from the calculation:
ΔE to the lowest compared entry with this formula, charge and spin = 357.39 kJ/mol
SMILES = [H]/N=C(/NO)N/C=N\O
E_LUMO = 0.58 eV
Multiplicity = 1
Maximum force = 3.17 eV Å⁻¹

```
14
Properties=species:S:1:pos:R:3:forces:R:3
H 0.10080 0.23329 -2.87767 -0.3575 0.6173 1.0437
N -0.21541 0.84978 -2.10204 0.2856 0.2700 -1.5074
C 0.03819 0.45358 -0.93813 -0.1794 -1.6917 2.0418
N -0.26007 1.21654 0.18581 -0.2006 0.8595 -0.3652
O -1.07598 2.35476 -0.08537 0.8460 -0.3967 -3.0338
N 0.60300 -0.81777 -0.59292 0.1202 -0.0351 0.3919
C 0.95451 -1.26975 0.68391 -0.2803 0.9668 -0.3121
N 0.34951 -1.30369 1.78600 1.0987 -0.4741 -0.1015
O -0.93918 -0.85825 1.78398 -0.9210 -0.3809 1.1649
H -0.66564 0.82450 1.03477 0.3492 -0.5262 -0.5917
H -0.97794 2.38145 -1.13042 -0.4543 0.0663 2.4364
H 1.25795 -1.26392 -1.22231 -0.4169 0.6950 -0.5834
H 1.94333 -1.61714 0.78994 1.1239 -0.5907 -0.1656
H -1.11307 -1.18339 2.68444 -1.0135 0.6206 -0.4179
```
Forces are in eV/Å.



Molecular formula: C2H6N4O2
Method: DFT, the ωB97M-V functional and the def2-TZVPD basis

Values from the calculation:
ΔE to the lowest compared entry with this formula, charge and spin = 501.17 kJ/mol
SMILES = C/N=[N+](\[O-])O.N=C=N
E_LUMO = 0.71 eV
Multiplicity = 1
Maximum force = 4.54 eV Å⁻¹

```
14
Properties=species:S:1:pos:R:3:forces:R:3
C -1.65461 0.65850 1.01891 -2.5584 -2.5200 -2.7780
N -0.67425 -0.43410 0.59169 -1.1065 1.8070 0.6843
N -0.95869 -1.25868 -0.31053 2.1888 0.5562 1.5580
O -1.92846 -1.48921 -0.97143 -0.5282 -0.0034 -0.3591
O 0.16507 -2.12428 -0.50513 -2.1007 -1.1593 -1.0941
H -1.33680 1.09080 1.90592 1.0720 0.7818 1.3266
H -1.98576 1.40107 0.25624 1.2492 -0.3236 0.1162
H -2.69460 0.25948 1.21777 1.1106 -0.3216 0.1080
H 0.98427 -1.66146 -0.28876 0.2129 1.0803 0.4515
N 1.69286 1.55310 -1.27031 -1.1605 2.7369 -2.4693
C 2.03944 0.61331 -0.66481 0.1064 0.7152 0.5818
N 2.13945 -0.30626 0.06757 0.9844 -3.5261 2.2084
H 1.92686 2.03380 -2.11644 0.3486 -0.1155 0.1563
H 2.28522 -0.33607 1.06930 0.1813 0.2921 -0.4908
```
Forces are in eV/Å.